Record 1
C11H3Cl2IrO5S | ωB97M-V/def2-TZVPD

Results
E_LUMO (spin up / spin down), eV: -1.39 / -3.36
Multiplicity: 5
HOMO energy (spin up / spin down), eV: -7.1884 / -9.3486
ΔE to the lowest compared entry with this formula, charge and spin, eV: 0.887
Energy, Eh: -2219.8880
Expectation value of S²: 6.044

Last column: natural (NBO) charge in e.
Element x y z (Å)
Ir (0.37405, -0.36617, -0.39558)  0.714
Cl (-1.29765, 1.72226, -0.17539)  0.114
C (-1.63113, 1.62277, 1.54398)  -0.046
C (-2.49373, 2.57908, 2.04610)  -0.217
C (-2.81162, 2.57425, 3.39387)  -0.194
C (-2.26325, 1.61411, 4.22144)  -0.211
C (-1.40090, 0.66399, 3.69995)  -0.034
Cl (-0.75340, -0.50846, 4.80276)  0.037
C (-1.05596, 0.63568, 2.34602)  -0.228
S (0.05895, -0.63121, 1.79151)  0.000
H (-2.90962, 3.31983, 1.37776)  0.231
H (-3.48519, 3.31858, 3.79356)  0.229
H (-2.49865, 1.59335, 5.27576)  0.237
O (3.38431, -2.64584, -5.43697)  -0.339
C (2.83686, -2.24558, -4.47692)  0.368
C (1.83292, -1.00258, -4.33332)  0.428
O (1.54332, -0.30943, -5.25861)  -0.386
C (1.46670, -0.98515, -2.92964)  0.204
C (2.04923, -1.99452, -2.17091)  0.379
O (1.83934, -2.12928, -0.95354)  -0.499
C (2.92626, -2.87009, -3.01047)  0.209
O (3.59398, -3.81859, -2.78282)  -0.346
O (0.69515, -0.13701, -2.36857)  -0.653

---

Record 2
C11H40N18O11 | ωB97M-V/def2-TZVPD

Results
Net charge: -1
E_LUMO (spin up / spin down), eV: 1.64 / 0.27
Multiplicity: 2
HOMO energy (spin up / spin down), eV: -5.8518 / -5.8077
ΔE to the lowest compared entry with this formula, charge and spin, eV: 1.882
Energy, Eh: -2256.4187
Expectation value of S²: 0.755

Last column: Löwdin charge in e.
Element x y z (Å)
O (-0.90454, 0.23408, -1.07626)  -0.323
C (-0.43376, 0.12171, 0.22373)  -0.388
C (-1.40893, -0.52902, 1.27293)  -0.209
O (-1.65042, -1.95673, 1.35493)  -0.001
H (-0.14633, 1.12872, 0.52606)  0.073
H (0.50613, -0.43021, 0.23330)  0.046
H (-2.35865, 0.00015, 1.35109)  0.083
H (-1.21187, -0.05699, 2.23545)  0.110
C (4.22539, -1.10296, 1.27779)  -0.834
O (5.07050, -1.04998, 2.10216)  0.056
N (4.43361, -1.16139, -0.03393)  0.196
N (3.11106, -0.58607, 1.55559)  0.151
H (3.73971, -0.81652, -0.68175)  0.067
H (5.39796, -1.29844, -0.30107)  0.117
H (2.39354, -0.60799, 0.84511)  0.069
H (2.93170, -0.61454, 2.54913)  0.068
C (-2.50604, 0.40645, -4.54787)  -0.846
O (-3.54445, 0.03106, -4.07107)  0.044
N (-1.30639, 0.33147, -4.08532)  0.205
N (-2.58527, 0.69401, -5.78768)  0.133
H (-1.12039, 0.34884, -3.09274)  0.065
H (-0.66125, 0.49474, -4.84508)  0.109
H (-3.51275, 0.96446, -6.08220)  0.117
H (-1.84746, 0.81074, -6.46746)  0.103
C (0.42000, 4.22296, -1.63506)  -0.763
O (0.67251, 5.31146, -2.19664)  -0.014
N (0.32402, 4.02334, -0.30316)  0.153
N (0.27116, 3.10634, -2.17405)  0.186
H (0.22522, 4.74698, 0.39447)  0.107
H (0.03252, 3.07538, -0.11208)  0.061
H (-0.05767, 3.33463, -3.10133)  0.134
H (0.04535, 2.26065, -1.67014)  0.069
C (3.94628, 2.77332, -0.32893)  -0.725
O (4.25330, 2.29286, -1.46906)  -0.024
N (4.30897, 3.87581, 0.08790)  0.176
N (3.07755, 2.22692, 0.53287)  0.171
H (4.54171, 4.59986, -0.57668)  0.137
H (4.13786, 4.18176, 1.03512)  0.124
H (2.81397, 1.25849, 0.41987)  0.054
H (2.59694, 2.64250, 1.31799)  0.106
C (2.54581, -0.82906, -2.82837)  -0.831
O (3.41957, -1.17804, -3.56837)  0.058
N (2.36741, 0.32317, -2.31366)  0.167
N (1.86821, -1.61484, -2.04398)  0.162
H (1.61989, 0.56849, -1.68031)  0.078
H (3.03248, 1.03522, -2.57969)  0.092
H (0.99380, -1.25743, -1.68655)  0.083
H (2.12113, -2.56586, -2.27136)  0.120
C (0.78786, -4.04239, -0.24471)  -0.915
O (-0.19822, -3.73941, -0.81475)  0.092
N (1.35218, -3.32271, 0.64472)  0.188
N (1.42518, -5.10671, -0.42004)  0.168
H (0.97564, -2.39635, 0.78676)  0.079
H (2.15872, -3.70697, 1.11580)  0.118
H (1.90746, -5.58595, 0.32684)  0.117
H (1.09052, -5.66647, -1.19125)  0.126
C (1.19667, -1.05033, 4.84367)  -0.762
O (2.03424, -0.85429, 4.04481)  0.101
N (1.22639, -0.98449, 6.17896)  0.140
N (-0.02821, -1.35334, 4.60514)  0.172
H (0.48406, -1.29731, 6.78822)  0.101
H (2.13065, -0.96538, 6.62845)  0.113
H (-0.37142, -1.39785, 3.65628)  0.097
H (-0.64122, -1.37501, 5.40754)  0.113
C (-5.12216, -2.53857, 1.50542)  -0.789
O (-5.00203, -2.51521, 0.26605)  0.031
N (-4.21560, -2.15237, 2.34908)  0.154
N (-6.16088, -2.82042, 2.16707)  0.147
H (-4.37704, -2.20809, 3.34454)  0.104
H (-3.30139, -1.88981, 2.00943)  0.044
H (-6.25124, -2.40341, 3.08251)  0.110
H (-6.96249, -3.16397, 1.65767)  0.125
C (-4.09998, 2.71534, -0.66787)  -0.763
O (-4.76860, 3.69489, -0.88871)  0.009
N (-3.12633, 2.34705, -1.49306)  0.184
N (-4.30096, 1.93544, 0.39455)  0.165
H (-2.98904, 2.93638, -2.30173)  0.114
H (-2.52980, 1.57049, -1.24563)  0.056
H (-4.93388, 2.28417, 1.10016)  0.105
H (-3.57792, 1.28237, 0.66068)  0.066

---

Record 3
C11H40O11 | ωB97M-V/def2-TZVPD

Results
E_LUMO, eV: 0.29
Multiplicity: 1
HOMO energy, eV: -9.7219
ΔE to the lowest compared entry with this formula, charge and spin, eV: 0.674
Structure (SMILES): OCCO.OCCO.CO.CO.CO.CO.CO.CO.CO
Energy, Eh: -1270.5533

Last column: natural (NBO) charge in e.
Element x y z (Å)
O (0.40893, -0.31293, 0.53362)  -0.767
C (0.01502, 0.94430, 0.00598)  -0.098
C (-1.13471, 0.72234, -0.92279)  -0.091
O (-0.74788, -0.06015, -2.02682)  -0.735
H (1.31950, -0.35898, 0.23305)  0.507
H (-0.32212, 1.62913, 0.78409)  0.184
H (0.88903, 1.33660, -0.51393)  0.178
H (-1.53078, 1.64283, -1.35166)  0.184
H (-1.92329, 0.25468, -0.33327)  0.169
H (-0.23384, -0.77903, -1.65191)  0.487
O (5.59185, 0.97364, -1.50811)  -0.713
C (5.62396, 0.73903, -0.15667)  -0.092
C (4.21770, 0.79801, 0.61492)  -0.098
O (3.46421, -0.47049, 0.39593)  -0.760
H (5.89322, 1.87885, -1.61479)  0.475
H (6.05230, -0.23740, 0.06960)  0.175
H (6.37156, 1.40884, 0.26823)  0.163
H (3.71572, 1.66318, 0.18179)  0.165
H (4.32464, 1.02805, 1.67499)  0.193
H (3.42044, -0.61627, -0.55192)  0.489
C (-3.33060, -2.64971, -0.58822)  -0.255
O (-2.41623, -3.38701, -1.38150)  -0.743
H (-4.34682, -3.04007, -0.64323)  0.171
H (-2.88452, -2.64573, 0.40632)  0.193
H (-3.32049, -1.57722, -0.78256)  0.162
H (-2.40036, -3.14698, -2.31087)  0.471
C (-2.54469, 1.71551, -4.70063)  -0.256
O (-2.41114, 0.41510, -4.09509)  -0.766
H (-2.81833, 2.54043, -4.04280)  0.162
H (-1.62779, 1.92303, -5.25229)  0.162
H (-3.22332, 1.63359, -5.54966)  0.182
H (-1.80882, 0.34659, -3.35070)  0.497
C (-4.83992, 1.28987, -1.61672)  -0.253
O (-5.63501, 0.66092, -0.56720)  -0.734
H (-5.08790, 2.33743, -1.78765)  0.164
H (-3.77987, 1.20115, -1.37897)  0.158
H (-5.00553, 0.72123, -2.53177)  0.198
H (-5.55558, 1.14869, 0.25583)  0.465
C (2.22220, -2.15340, -2.23581)  -0.270
O (2.29753, -0.71060, -2.17853)  -0.752
H (1.63876, -2.45533, -3.10560)  0.183
H (3.20357, -2.62765, -2.24556)  0.181
H (1.66020, -2.46225, -1.35440)  0.190
H (2.86858, -0.41981, -2.89333)  0.483
C (0.40823, -2.97296, 2.53796)  -0.240
O (-0.76097, -2.28500, 2.18839)  -0.740
H (0.96422, -2.48950, 3.34123)  0.148
H (0.28702, -3.95851, 2.98751)  0.172
H (1.04925, -3.03641, 1.65867)  0.161
H (-0.55798, -1.78948, 1.39162)  0.493
C (-1.69322, 1.16078, 3.60690)  -0.234
O (-1.39448, 2.51807, 3.52890)  -0.750
H (-0.82145, 0.63465, 3.99587)  0.164
H (-2.54944, 1.00420, 4.26301)  0.175
H (-1.90169, 0.73014, 2.62752)  0.152
H (-0.45538, 2.69024, 3.42862)  0.488
C (1.85597, 0.82930, 3.91168)  -0.260
O (1.63498, 2.21506, 3.91039)  -0.742
H (1.45537, 0.37087, 3.00755)  0.203
H (2.91614, 0.59203, 3.82317)  0.157
H (1.47432, 0.35614, 4.81643)  0.171
H (1.81959, 2.58812, 4.77546)  0.476